C4H4O2S | ωB97M-V/def2-TZVPD

Output
maximum force	4.4	eV Å⁻¹
frontier orbital gap	0.2633	hartree
calculated total energy	-19134.76500	eV

CARTESIAN COORDINATES (ANGSTROEM)
C: -1.0925 0.6437 0.0878
C: -0.2944 1.7357 0.2242
H: -0.9017 -1.4386 0.2259
C: -0.3914 -0.6002 0.1170
O: 2.4205 1.7379 -0.5240
C: 0.8996 -0.3938 -0.1771
H: 3.0208 -1.6968 -0.3006
H: -0.5545 2.7961 0.3103
O: 2.5522 -2.3342 0.1458
H: -2.1640 0.7556 0.0654
S: 1.4983 1.2233 0.4300

Results of the Mulliken charge analysis, in e, for atoms 1 through 4:
1. C -0.196
2. C -0.380
3. H 0.501
4. C -0.354